[1]
Molecular formula: C21H35IrN8
Method: DFT, ωB97M-V/def2-TZVPD

Its net charge is +3. The calculation puts the molar mass at 591.78 g mol⁻¹. Its lowest unoccupied orbital energy (spin up / spin down) is -12.14 / -12.75 eV. The calculation puts the calculated total energy at -37074.41394 eV. Its expectation value of S² is 0.9191. The highest occupied orbital energy (spin up / spin down) is -0.66369 / -0.65713 Ha. The HOMO-LUMO gap (spin up / spin down) comes out at 5.92 / 5.13 eV. As for the spin multiplicity: 2.

Each line ends with the natural charge from an NBO analysis.
Positions of all 65 atoms, in Å:
Ir -0.195 -0.344 -0.079  1.141
C -1.771 -0.026 2.683  -0.455
N -1.011 -1.138 2.108  -0.270
C 0.070 -1.542 3.004  -0.438
C -1.905 -2.264 1.784  -0.260
C -2.665 -2.054 0.499  -0.103
C -3.944 -2.575 0.342  -0.178
C -4.624 -2.421 -0.856  -0.121
C -4.024 -1.748 -1.920  -0.187
C -2.729 -1.266 -1.789  -0.215
C -2.045 -1.380 -0.580  -0.051
H -2.157 -0.294 3.671  0.250
H -2.622 0.212 2.047  0.231
H -1.140 0.855 2.796  0.244
H -0.326 -1.951 3.939  0.257
H 0.685 -0.681 3.261  0.233
H 0.683 -2.310 2.536  0.219
H -2.612 -2.430 2.607  0.258
H -1.301 -3.173 1.683  0.239
H -4.400 -3.112 1.159  0.253
H -5.620 -2.825 -0.967  0.263
H -4.563 -1.598 -2.844  0.263
H -2.257 -0.805 -2.646  0.235
C -2.522 6.494 -0.885  -0.616
C -3.465 5.349 -1.180  -0.227
C -3.324 4.789 -2.586  -0.622
C -3.485 4.280 -0.069  -0.235
N -2.334 3.405 -0.018  -0.129
C -2.048 2.300 -0.724  0.237
N -0.974 1.740 -0.175  -0.421
N -0.629 2.532 0.847  -0.062
N -1.418 3.504 0.940  0.039
H -2.516 7.206 -1.708  0.246
H -1.495 6.153 -0.728  0.199
H -2.805 7.015 0.031  0.231
H -4.480 5.788 -1.145  0.239
H -2.305 4.444 -2.775  0.192
H -3.521 5.571 -3.321  0.259
H -4.023 3.978 -2.769  0.205
H -4.373 3.651 -0.187  0.234
H -3.527 4.774 0.905  0.263
H -2.596 1.933 -1.566  0.263
C 5.371 -1.700 0.992  -0.431
C 4.357 -0.883 1.778  -0.231
N 3.075 -0.913 1.102  -0.517
C 2.699 -1.817 0.184  0.603
N 1.513 -1.645 -0.422  -0.450
C 1.256 -2.512 -1.562  -0.265
C 1.626 -3.953 -1.219  -0.420
C 3.115 -3.970 -0.924  -0.227
N 3.494 -2.878 -0.054  -0.309
C 4.756 -3.041 0.634  -0.230
H 6.270 -1.852 1.585  0.278
H 5.658 -1.172 0.081  0.236
H 4.687 0.154 1.874  0.254
H 4.247 -1.290 2.790  0.227
H 2.471 -0.109 1.216  0.411
H 1.873 -2.171 -2.406  0.245
H 0.204 -2.438 -1.850  0.236
H 1.400 -4.615 -2.053  0.279
H 1.049 -4.291 -0.355  0.220
H 3.681 -3.889 -1.863  0.239
H 3.410 -4.913 -0.455  0.253
H 5.428 -3.614 -0.012  0.260
H 4.594 -3.642 1.539  0.235

***

[2]
Molecular formula: C21H36As3INPd
Method: DFT, ωB97M-V/def2-TZVPD

Its net charge is +3. The value obtained for the energy relative to the best compared isomer or geometry (same formula, charge and spin) is 25.8 kcal/mol. The calculation puts the molar mass at 760.62 g mol⁻¹. Its lowest unoccupied orbital energy (spin up / spin down) is -11.85 / -11.87 eV. The calculation puts the calculated total energy at -217917.99088 eV. The highest occupied orbital energy (spin up / spin down) is -0.57892 / -0.57892 Ha. The HOMO-LUMO gap (spin up / spin down) comes out at 3.90 / 3.88 eV.

Each line ends with the Mulliken charge.
Positions of all 63 atoms, in Å:
Pd 0.349 -0.301 -0.418  0.229
C 0.130 1.381 1.423  -0.304
C -1.137 0.855 1.183  -0.056
C -1.111 -0.581 1.504  -1.180
C 0.139 -0.879 1.974  -0.356
C 0.941 0.325 1.888  -0.707
H 0.405 2.422 1.365  0.549
H -2.015 1.436 0.936  0.740
H -1.955 -1.252 1.516  0.609
H 0.443 -1.818 2.405  0.669
H 1.963 0.427 2.236  0.491
C -2.566 2.145 -1.603  -1.462
As -0.758 1.503 -1.784  1.222
C 0.210 3.150 -1.521  -1.674
C -0.440 1.032 -3.624  -0.290
C -1.178 -0.151 -4.238  2.211
C -2.706 0.033 -4.130  -1.881
C -0.773 -1.483 -3.635  -1.003
As -1.041 -1.829 -1.763  1.354
C -2.922 -1.829 -1.346  -1.451
C -0.597 -3.690 -1.659  -1.318
C -0.812 -0.179 -5.741  -2.039
As 0.947 -0.745 -6.479  0.326
C 0.890 -2.689 -6.271  -0.994
C 2.281 -0.279 -5.110  -0.998
H -2.697 2.808 -2.460  0.483
H -2.635 2.722 -0.683  0.650
H -3.322 1.370 -1.607  0.373
H 0.327 3.627 -2.493  0.547
H 1.174 3.005 -1.048  0.574
H -0.401 3.778 -0.876  0.497
H 0.637 0.887 -3.685  -0.815
H -0.693 1.947 -4.164  0.783
H -3.064 0.018 -3.097  0.046
H -3.222 -0.770 -4.659  0.493
H -3.017 0.980 -4.577  0.401
H 0.286 -1.674 -3.780  -0.522
H -1.322 -2.292 -4.117  0.891
H -3.453 -2.102 -2.254  0.496
H -3.271 -0.872 -0.975  0.340
H -3.085 -2.587 -0.584  0.520
H -1.377 -4.196 -2.228  0.540
H -0.624 -4.028 -0.626  0.435
H 0.383 -3.882 -2.081  0.413
H -0.978 0.808 -6.167  0.541
H -1.503 -0.854 -6.250  0.599
H -0.047 -3.063 -6.681  0.335
H 1.014 -3.055 -5.250  0.214
H 1.703 -3.081 -6.875  0.432
H 2.325 0.805 -5.003  0.363
H 3.233 -0.616 -5.516  0.536
H 2.143 -0.751 -4.126  0.115
I 2.405 -2.491 -0.218  0.239
C 3.248 -0.860 -1.198  0.187
C 4.580 -0.874 -1.540  -0.656
C 5.082 0.254 -2.176  -0.339
C 4.231 1.312 -2.452  -1.183
C 2.904 1.217 -2.090  -0.550
N 2.395 0.145 -1.451  0.332
H 5.208 -1.726 -1.319  0.522
H 6.129 0.296 -2.459  0.472
H 4.592 2.207 -2.941  0.520
H 2.215 2.010 -2.336  0.489

***

[3]
Molecular formula: C21H36BClF13NbO10PS
Method: DFT, ωB97M-V/def2-TZVPD

Its net charge is -1. The calculation puts the molar mass at 897.70 g mol⁻¹. Its lowest unoccupied orbital energy is 2.24 eV. The calculation puts the calculated total energy at -113038.54119 eV. The highest occupied orbital energy is -0.12555 Ha. The HOMO-LUMO gap comes out at 5.65 eV.

Each line ends with the Mulliken charge.
Positions of all 85 atoms, in Å:
C -2.072 5.388 -0.608  -0.959
B -0.500 5.171 -0.779  0.446
O 0.148 5.896 -1.787  -0.356
Nb 0.600 3.669 0.593  -0.080
F 2.292 4.830 0.362  -0.746
S -0.210 5.031 2.571  -0.497
C 1.060 2.380 -1.219  -1.217
C 2.323 2.813 -1.945  0.225
C 3.602 2.404 -1.263  -0.394
Cl 3.990 0.668 -1.583  -0.263
P 1.882 2.126 2.188  0.411
C 2.126 0.404 1.548  -0.764
O 3.475 2.651 2.366  -0.603
H -2.324 5.660 0.408  0.298
H -2.628 4.485 -0.839  0.230
H -2.391 6.203 -1.257  0.191
H 0.564 6.696 -1.456  0.260
H -0.958 2.704 0.736  0.154
H -1.054 4.232 3.241  0.086
H 0.231 2.527 -1.909  0.330
H 1.045 1.321 -0.990  0.375
H 2.329 3.870 -2.163  0.203
H 2.330 2.313 -2.903  0.087
H 4.425 2.943 -1.702  0.399
H 3.607 2.612 -0.205  0.163
H 1.288 0.086 0.944  0.164
H 3.074 0.270 1.048  0.291
H 2.154 -0.243 2.417  0.249
H 3.499 3.599 2.207  0.309
C 2.371 -2.369 7.713  -1.107
C 1.521 -1.160 7.387  -0.259
O 1.022 -1.225 6.042  -0.233
C -0.053 -1.970 5.853  0.085
O -0.643 -2.590 6.685  -0.547
C -0.475 -1.888 4.381  1.163
F 0.570 -2.013 3.554  -0.245
F -1.063 -0.713 4.120  -0.270
F -1.356 -2.840 4.059  -0.269
H 3.172 -2.478 6.983  0.301
H 2.809 -2.268 8.706  0.381
H 1.778 -3.283 7.688  0.308
H 2.120 -0.254 7.434  0.346
H 0.697 -1.046 8.089  0.313
C 1.756 0.275 -9.044  -1.104
C 2.849 0.734 -8.102  -0.228
O 2.454 1.909 -7.379  -0.310
C 1.685 1.698 -6.314  0.273
O 1.304 0.639 -5.925  -0.508
C 1.385 3.032 -5.618  1.011
F 1.044 3.982 -6.506  -0.280
F 2.468 3.459 -4.956  -0.250
F 0.384 2.908 -4.757  -0.212
H 1.464 1.087 -9.711  0.297
H 2.100 -0.567 -9.643  0.369
H 0.869 -0.031 -8.493  0.316
H 3.737 1.018 -8.664  0.317
H 3.138 -0.055 -7.409  0.332
C -1.174 -4.875 1.976  -1.007
C -1.370 -4.767 0.477  -0.073
O -0.317 -5.468 -0.225  -0.384
C -0.467 -6.772 -0.343  0.341
O -1.378 -7.427 0.066  -0.522
C 0.707 -7.354 -1.145  0.864
F 1.879 -6.857 -0.734  -0.245
F 0.569 -7.065 -2.448  -0.254
F 0.757 -8.681 -1.021  -0.247
H -0.181 -4.517 2.246  0.270
H -1.914 -4.293 2.503  0.365
H -1.251 -5.911 2.308  0.367
H -1.297 -3.736 0.162  0.231
H -2.341 -5.140 0.163  0.317
C -5.213 1.556 1.664  -1.148
C -5.148 0.929 0.289  -0.218
O -4.250 -0.195 0.274  -0.284
C -4.728 -1.344 0.711  -0.054
O -5.832 -1.558 1.112  -0.546
C -3.634 -2.413 0.590  1.268
F -2.465 -1.939 1.033  -0.163
F -3.474 -2.776 -0.693  -0.271
F -3.939 -3.501 1.296  -0.271
H -4.212 1.822 2.005  0.304
H -5.830 2.453 1.642  0.381
H -5.635 0.862 2.392  0.345
H -4.742 1.639 -0.428  0.326
H -6.133 0.628 -0.067  0.326

***

[4]
Molecular formula: C21H36Cl2N3O4Sc
Method: DFT, ωB97M-V/def2-TZVPD

Its net charge is 0. The calculation puts the molar mass at 510.40 g mol⁻¹. Its lowest unoccupied orbital energy is 0.08 eV. The calculation puts the calculated total energy at -80765.16263 eV. The highest occupied orbital energy is -0.18357 Ha. The HOMO-LUMO gap comes out at 5.08 eV.

Each line ends with the natural charge from an NBO analysis.
Positions of all 67 atoms, in Å:
O 2.299 -0.195 -3.022  -0.584
C 1.131 0.089 -3.245  0.446
C 0.504 1.418 -3.407  -0.179
C 0.929 2.539 -2.668  -0.162
H 1.270 2.385 -1.650  0.224
C 0.838 3.798 -3.265  -0.213
H 1.332 4.655 -2.797  0.223
C 0.171 3.907 -4.500  -0.191
H 0.194 4.868 -5.022  0.215
C -0.566 2.832 -5.049  -0.248
H -1.155 2.962 -5.965  0.225
C -0.442 1.584 -4.438  -0.107
H -1.066 0.736 -4.718  0.219
H 0.366 -0.710 -3.315  0.120
C -2.249 -1.381 -1.684  -0.649
C -2.070 -0.150 -0.863  -0.472
H -2.773 -1.175 -2.644  0.186
H -2.857 -2.152 -1.167  0.197
H -1.280 -1.851 -1.940  0.171
C -2.533 1.046 -1.264  -0.214
C -4.033 1.234 -1.343  -0.668
H -1.935 1.924 -1.523  0.179
H -4.354 1.618 -2.313  0.186
H -4.417 1.907 -0.566  0.216
H -4.493 0.251 -1.174  0.208
Sc -0.792 -0.266 0.914  1.545
Cl -3.090 -0.476 1.595  -0.593
C -1.125 0.218 3.889  0.592
O -0.467 -0.409 3.005  -0.715
N -1.080 -0.122 5.170  -0.395
C -0.334 -1.307 5.583  -0.420
C -1.917 0.564 6.146  -0.404
H -1.771 1.059 3.606  0.193
H 0.306 -1.619 4.758  0.246
H -1.016 -2.124 5.847  0.202
H 0.273 -1.067 6.460  0.200
H -2.216 1.527 5.717  0.224
H -1.356 0.729 7.072  0.204
H -2.824 -0.019 6.369  0.204
H 5.125 1.218 -0.887  0.192
H 4.637 1.966 1.385  0.196
C 4.053 1.340 -1.086  -0.429
C 3.549 1.919 1.260  -0.413
N 3.274 1.056 0.113  -0.405
H 3.733 0.674 -1.894  0.261
C 2.339 0.111 0.118  0.572
O 1.292 0.180 0.815  -0.660
H 3.081 1.523 2.161  0.242
H 2.542 -0.753 -0.523  0.141
H 3.867 2.377 -1.408  0.208
H 3.172 2.934 1.070  0.217
H 0.008 -5.597 1.333  0.204
H 2.126 -5.586 -0.252  0.207
C -0.482 -5.020 0.541  -0.426
C 1.527 -4.964 -0.931  -0.405
N 0.511 -4.236 -0.187  -0.376
H -1.231 -4.352 0.969  0.262
C 0.488 -2.914 -0.148  0.566
O -0.368 -2.280 0.538  -0.679
H 2.179 -4.246 -1.441  0.218
H 1.235 -2.383 -0.763  0.153
H -0.949 -5.734 -0.146  0.209
H 1.053 -5.624 -1.669  0.211
Cl 0.305 2.673 2.269  -0.111
C -0.654 2.073 0.998  -0.954
H -0.159 2.316 0.066  0.180
H -1.651 2.504 1.111  0.208

***

[5]
Molecular formula: C21H36HgO14S
Method: DFT, ωB97M-V/def2-TZVPD

Its net charge is 0. The value obtained for the energy relative to the best compared isomer or geometry (same formula, charge and spin) is 263.4 kcal/mol. The calculation puts the molar mass at 745.16 g mol⁻¹. Its lowest unoccupied orbital energy is -5.42 eV. The calculation puts the calculated total energy at -66021.42661 eV. The highest occupied orbital energy is -0.24715 Ha. The HOMO-LUMO gap comes out at 1.30 eV.

Each line ends with the Mulliken charge.
Positions of all 73 atoms, in Å:
Hg -0.389 -0.800 0.294  0.059
C 3.194 6.107 0.426  -0.860
C 3.566 4.784 -0.339  -0.158
O 2.793 3.679 -0.270  -0.387
H 2.265 6.409 -0.058  0.246
H 3.967 6.865 0.302  0.291
H 2.952 6.058 1.488  0.311
H 4.633 4.597 -0.217  0.302
H 3.521 5.283 -1.306  0.226
C -4.440 -5.676 -0.950  -0.412
O -3.707 -4.702 -0.209  -0.324
H -4.578 -6.632 -0.445  0.240
H -5.372 -5.251 -1.323  0.227
H -3.798 -6.010 -1.765  0.242
C 2.032 -9.707 -1.628  -0.293
C 3.169 -9.310 -0.725  -0.231
O 3.590 -7.989 -1.035  -0.298
S 2.794 -7.355 -2.365  1.062
O 3.449 -7.423 -3.698  -0.522
O 2.202 -6.057 -2.088  -0.491
O 1.530 -8.469 -2.178  -0.336
H 1.267 -10.365 -1.215  0.316
H 2.398 -10.279 -2.481  0.262
H 4.036 -9.971 -0.704  0.282
H 2.765 -9.240 0.285  0.248
O -4.441 3.608 -0.823  -0.629
C -5.047 4.578 -1.279  0.538
O -4.696 5.777 -0.905  -0.336
C -5.460 6.830 -1.458  -0.393
C -6.036 6.067 -2.705  -0.610
C -6.242 4.709 -2.150  -0.271
H -4.748 7.526 -1.901  0.285
H -6.229 7.280 -0.829  0.306
H -5.431 6.114 -3.610  0.290
H -6.939 6.580 -3.034  0.322
H -6.029 3.939 -2.891  0.255
H -7.028 4.621 -1.399  0.242
O -0.997 2.006 5.703  -0.628
C -1.410 2.569 6.737  0.511
O -1.552 1.870 7.835  -0.332
C -1.764 2.770 8.927  -0.397
C -1.523 4.176 8.399  -0.456
C -1.631 4.028 6.919  -0.338
H -0.980 2.627 9.669  0.214
H -2.634 2.460 9.506  0.349
H -0.638 4.642 8.832  0.341
H -2.405 4.699 8.769  0.216
H -1.008 4.663 6.289  0.303
H -2.675 4.218 6.669  0.215
O -1.473 -0.389 -6.012  -0.626
C -1.764 -0.372 -7.215  0.490
O -2.576 -1.277 -7.697  -0.306
C -2.577 -1.253 -9.030  -0.347
C -2.062 0.031 -9.459  -0.437
C -1.342 0.588 -8.296  -0.302
H -3.644 -1.274 -9.251  0.232
H -2.082 -2.152 -9.397  0.295
H -2.824 0.746 -9.769  0.265
H -1.330 -0.090 -10.258  0.231
H -1.809 1.551 -8.085  0.189
H -0.296 0.825 -8.490  0.315
O 4.021 -2.619 3.491  -0.610
C 5.178 -2.342 3.903  0.541
O 6.160 -3.258 3.863  -0.355
C 7.475 -2.876 4.300  -0.309
C 7.102 -1.529 4.999  -0.470
C 5.644 -1.211 4.667  -0.318
H 8.115 -2.684 3.439  0.213
H 7.917 -3.620 4.963  0.270
H 7.704 -0.768 4.504  0.225
H 7.409 -1.638 6.039  0.324
H 5.602 -0.278 4.104  0.271
H 5.158 -1.015 5.623  0.217

***

[6]
Molecular formula: C21H36NO4
Method: DFT, ωB97M-V/def2-TZVPD

Its net charge is +1. The value obtained for the energy relative to the best compared isomer or geometry (same formula, charge and spin) is 123.0 kcal/mol. The calculation puts the molar mass at 366.52 g mol⁻¹. Its lowest unoccupied orbital energy is -4.70 eV. The calculation puts the calculated total energy at -32028.58532 eV. The highest occupied orbital energy is -0.42658 Ha. The HOMO-LUMO gap comes out at 6.91 eV.

Each line ends with the natural charge from an NBO analysis.
Positions of all 62 atoms, in Å:
C 2.479 -3.097 2.130  -0.630
C 2.036 -3.295 0.583  -0.417
C 3.258 -3.031 -0.432  -0.406
C 3.086 -1.746 -1.378  -0.418
C 2.694 -0.392 -0.603  -0.416
C 2.006 0.723 -1.574  -0.400
C 0.597 0.138 -2.164  -0.426
C -0.631 1.142 -1.933  -0.410
C -2.021 0.661 -2.601  -0.411
C -2.355 -0.893 -2.350  -0.466
C -3.779 -1.179 -1.686  -0.043
C -4.757 -2.169 -2.436  0.418
O -4.438 -2.809 -3.656  -0.652
C -6.134 -2.502 -1.793  -0.272
C -6.508 -1.844 -0.447  0.079
N -5.575 -0.948 0.191  -0.501
C -4.269 -0.595 -0.344  0.270
C -3.369 0.377 0.540  -0.578
C -2.593 -0.369 1.748  0.400
O -2.070 0.395 2.613  -0.475
H 1.916 -2.159 2.509  0.204
H 2.250 -4.000 2.793  0.221
H 3.607 -2.887 2.244  0.216
H 1.147 -2.645 0.274  0.185
H 1.683 -4.393 0.484  0.210
H 3.321 -3.955 -1.121  0.214
H 4.238 -3.011 0.179  0.209
H 4.103 -1.563 -1.880  0.223
H 2.352 -2.026 -2.220  0.196
H 2.049 -0.581 0.336  0.198
H 3.680 0.068 -0.223  0.221
H 2.716 1.067 -2.407  0.229
H 1.717 1.587 -0.857  0.206
H 0.710 -0.037 -3.288  0.212
H 0.473 -0.892 -1.671  0.194
H -0.322 2.147 -2.420  0.236
H -0.711 1.358 -0.807  0.192
H -2.888 1.293 -2.163  0.211
H -1.958 0.881 -3.729  0.241
H -2.374 -1.397 -3.392  0.235
H -1.576 -1.465 -1.743  0.252
H -3.510 -3.143 -3.649  0.514
H -6.865 -3.243 -2.286  0.287
H -7.491 -2.079 0.074  0.269
H -5.848 -0.530 1.099  0.448
H -2.629 1.017 -0.045  0.298
H -4.095 1.122 1.052  0.268
H -2.548 -1.514 1.862  0.166
O 4.871 4.545 0.921  -0.561
C 4.044 4.047 1.650  0.793
O 2.732 4.222 1.401  -0.512
C 1.680 3.515 2.074  -0.066
C 1.293 4.215 3.361  -0.638
C 4.458 3.311 2.894  -0.745
H 1.947 2.467 2.229  0.174
H 0.825 3.518 1.393  0.188
H 2.125 4.244 4.068  0.213
H 0.452 3.706 3.838  0.218
H 1.011 5.251 3.161  0.224
H 4.600 4.027 3.704  0.250
H 5.404 2.803 2.695  0.250
H 3.756 2.538 3.201  0.212